*one*
Density functional theory data (ωB97M-V with the def2-TZVPD basis set) for one molecule with the formula C7H14.

Computed properties:
Frontier orbital gap   11.32 eV
Total charge   0

Last column: Mulliken charge in e.
CARTESIAN COORDINATES (ANGSTROEM)
C (-1.33, 1.26, -0.16)  -1.36
C (-1.25, -0.16, 0.39)  0.79
C (-2.33, -1.04, -0.25)  -1.55
C (0.14, -0.79, 0.19)  -0.95
C (1.29, 0.11, 0.57)  -0.05
C (2.70, -0.29, 0.23)  -0.65
C (2.04, 0.85, -0.50)  -0.65
H (-0.97, 1.31, -1.19)  0.28
H (-2.37, 1.63, -0.15)  0.43
H (-0.73, 1.96, 0.43)  0.33
H (-1.45, -0.12, 1.47)  0.17
H (-3.33, -0.69, 0.01)  0.40
H (-2.24, -1.03, -1.34)  0.35
H (-2.24, -2.09, 0.08)  0.37
H (0.18, -1.73, 0.77)  0.30
H (0.25, -1.08, -0.87)  0.32
H (1.17, 0.63, 1.52)  0.46
H (3.49, -0.05, 0.94)  0.26
H (2.85, -1.22, -0.31)  0.25
H (1.74, 0.68, -1.53)  0.24
H (2.39, 1.86, -0.30)  0.26

***

*two*
Density functional theory data (ωB97M-V with the def2-TZVPD basis set) for a 2-piece molecular cluster, C7H14 overall.

Computed properties:
Frontier orbital gap   5.47 eV
Total charge   0

Last column: Mulliken charge in e.
CARTESIAN COORDINATES (ANGSTROEM)
C (-2.55, -1.00, 0.22)  -1.25
C (-1.22, -0.39, -0.21)  0.18
C (-0.87, 0.99, 0.36)  -0.40
C (0.47, 1.45, -0.23)  -1.01
C (1.72, -0.52, -1.17)  -1.17
C (1.62, 0.42, -0.09)  0.90
C (2.37, 0.38, 1.04)  -0.97
H (-2.51, -2.02, -0.19)  0.36
H (-3.43, -0.58, -0.30)  0.35
H (-2.56, -1.06, 1.30)  0.32
H (-1.08, -0.34, -1.31)  0.30
H (-0.33, -1.09, -0.01)  -0.65
H (-0.70, 1.03, 1.44)  0.34
H (-1.66, 1.72, 0.12)  0.32
H (0.49, 1.61, -1.30)  0.41
H (0.89, 2.34, 0.27)  0.40
H (1.42, -0.28, -2.17)  0.27
H (2.23, -1.46, -1.03)  0.38
H (2.24, 1.04, 1.88)  0.30
H (0.32, -1.83, 0.18)  0.34
H (3.12, -0.40, 1.20)  0.28

***

*three*
Density functional theory data (ωB97M-V with the def2-TZVPD basis set) for C7H14 as an isolated structure.

Computed properties:
Frontier orbital gap   8.67 eV
Total charge   0

Last column: Mulliken charge in e.
CARTESIAN COORDINATES (ANGSTROEM)
C (-1.55, -1.13, -0.30)  -1.57
C (-0.57, -0.10, -0.86)  0.44
C (-0.69, 1.36, -0.61)  -0.62
C (-1.33, 1.73, 0.70)  -0.96
C (0.83, 0.07, -0.16)  1.09
C (0.97, -0.64, 1.19)  -1.50
C (1.98, -0.23, -1.12)  -1.62
H (-1.26, -2.14, -0.60)  0.38
H (-2.55, -0.94, -0.71)  0.39
H (-1.64, -1.12, 0.79)  0.33
H (-0.41, -0.31, -1.92)  0.39
H (0.94, 1.17, 0.03)  0.06
H (-2.29, 2.16, 0.40)  0.38
H (-0.79, 2.55, 1.18)  0.30
H (-1.53, 0.95, 1.45)  0.28
H (1.93, -0.39, 1.64)  0.43
H (0.92, -1.73, 1.07)  0.33
H (0.19, -0.35, 1.89)  0.30
H (1.85, 0.33, -2.05)  0.42
H (2.94, 0.08, -0.67)  0.39
H (2.04, -1.30, -1.35)  0.36

***

*four*
Density functional theory data (ωB97M-V with the def2-TZVPD basis set) for a 2-piece molecular cluster, C7H14 overall.

Computed properties:
Frontier orbital gap   3.12 eV
Total charge   0

Last column: Mulliken charge in e.
CARTESIAN COORDINATES (ANGSTROEM)
C (2.78, 0.82, -0.65)  -1.13
C (2.07, -0.23, 0.21)  -0.31
C (0.78, -0.71, -0.37)  -0.78
C (-0.51, -0.40, 0.11)  0.45
C (-1.73, -0.54, -0.62)  -0.28
C (-2.88, 0.41, -0.41)  -1.08
C (-0.59, 0.00, 1.61)  -1.18
H (3.84, 1.05, -0.59)  0.36
H (2.19, 1.75, -0.56)  0.26
H (2.60, 0.54, -1.70)  0.30
H (2.08, 0.24, 1.20)  0.23
H (2.63, -1.21, 0.34)  0.25
H (0.89, -1.24, -1.33)  0.33
H (-0.42, 1.46, 0.02)  0.37
H (-1.71, -0.95, -1.64)  0.28
H (-2.98, 1.17, -1.21)  0.28
H (-2.88, 1.07, 0.46)  0.31
H (-3.86, -0.09, -0.39)  0.31
H (0.35, -0.01, 2.18)  0.32
H (-1.23, -0.63, 2.17)  0.40
H (-0.92, 1.04, 1.73)  0.33

***

Relative energy table, unit kcal/mol: *one* 0.0; *two* 135.0; *three* 66.8; *four* 179.3

***

*one*
Density functional theory data (ωB97M-V with the def2-TZVPD basis set) for a 2-piece molecular cluster, C7H14 overall.

Computed properties:
Frontier orbital gap   9.78 eV
Total charge   0

Last column: Mulliken charge in e.
CARTESIAN COORDINATES (ANGSTROEM)
C (0.69, 1.57, -0.83)  -1.12
C (0.42, 0.28, -1.06)  -0.12
C (0.93, -0.88, -0.30)  0.90
C (-0.25, -1.66, 0.24)  -1.15
C (1.82, -1.72, -1.24)  -1.50
H (1.17, 1.64, -1.80)  0.39
H (1.19, 1.83, 0.11)  0.26
H (-0.09, 0.06, -2.01)  0.28
H (1.56, -0.49, 0.51)  0.19
H (-0.89, -1.98, -0.59)  0.32
H (0.09, -2.54, 0.79)  0.40
H (-0.84, -1.01, 0.89)  0.06
H (2.20, -2.60, -0.70)  0.37
H (1.26, -2.08, -2.11)  0.33
H (2.68, -1.15, -1.61)  0.39
C (-1.93, 2.28, 1.18)  -0.51
C (-2.06, 1.29, 2.06)  -0.48
H (-1.42, 3.21, 1.44)  0.25
H (-2.30, 2.21, 0.16)  0.23
H (-2.57, 0.37, 1.80)  0.27
H (-1.67, 1.37, 3.07)  0.23

***

*two*
Density functional theory data (ωB97M-V with the def2-TZVPD basis set) for one molecule with the formula C7H14.

Computed properties:
Frontier orbital gap   8.39 eV
Total charge   0

Last column: Mulliken charge in e.
CARTESIAN COORDINATES (ANGSTROEM)
C (-2.05, -0.64, -0.03)  -1.17
C (-0.94, -1.02, -1.01)  -0.31
C (0.11, 1.16, 0.78)  -0.65
C (0.17, 0.69, 2.18)  -0.84
C (0.47, -0.99, -0.40)  -0.94
C (1.08, 0.42, -0.09)  0.76
C (1.44, 1.18, -1.37)  -1.47
H (-3.04, -0.81, -0.47)  0.38
H (-1.99, -1.23, 0.89)  0.27
H (-1.98, 0.42, 0.24)  0.33
H (-1.11, -2.03, -1.38)  0.33
H (-0.98, -0.36, -1.89)  0.24
H (-0.83, 0.63, 2.63)  0.27
H (0.65, 1.53, 2.70)  0.40
H (0.75, -0.23, 2.41)  0.32
H (0.47, -1.59, 0.52)  0.34
H (1.17, -1.47, -1.09)  0.37
H (2.01, 0.21, 0.48)  0.29
H (1.82, 2.18, -1.13)  0.42
H (0.56, 1.31, -2.01)  0.29
H (2.22, 0.65, -1.94)  0.37

***

*three*
Density functional theory data (ωB97M-V with the def2-TZVPD basis set) for one molecule with the formula C7H14.

Computed properties:
Frontier orbital gap   10.82 eV
Total charge   0

Last column: Mulliken charge in e.
CARTESIAN COORDINATES (ANGSTROEM)
C (2.32, 0.32, -2.62)  -0.74
C (1.94, 0.64, -1.39)  -0.17
C (1.59, -0.43, -0.36)  -0.72
C (0.42, -0.08, 0.54)  -0.54
C (-0.91, -0.27, -0.18)  -0.53
C (-2.14, 0.15, 0.63)  -0.40
C (-2.06, -0.06, 2.13)  -1.22
H (2.28, -0.72, -2.94)  0.24
H (2.70, 1.03, -3.34)  0.28
H (2.21, 1.58, -0.92)  0.29
H (1.35, -1.33, -0.94)  0.32
H (2.53, -0.62, 0.17)  0.34
H (0.46, -0.74, 1.42)  0.32
H (0.55, 0.92, 0.98)  0.38
H (-1.00, -1.34, -0.41)  0.27
H (-0.89, 0.28, -1.12)  0.29
H (-3.00, -0.41, 0.25)  0.33
H (-2.38, 1.21, 0.46)  0.27
H (-1.76, -1.05, 2.46)  0.31
H (-2.94, 0.33, 2.64)  0.37
H (-1.29, 0.60, 2.54)  0.29

***

*four*
Density functional theory data (ωB97M-V with the def2-TZVPD basis set) for one molecule with the formula C7H14.

Computed properties:
Frontier orbital gap   10.51 eV
Total charge   0

Last column: Mulliken charge in e.
CARTESIAN COORDINATES (ANGSTROEM)
C (-1.84, 0.08, 1.05)  -1.44
C (-0.81, -0.73, 0.29)  -0.11
C (0.68, -0.69, 0.59)  -0.14
C (1.32, 0.19, 1.64)  -1.47
C (0.15, -0.12, -0.71)  1.43
C (0.12, 1.38, -0.92)  -1.69
C (0.42, -0.89, -1.99)  -1.48
H (-2.35, -0.55, 1.78)  0.40
H (-2.60, 0.50, 0.38)  0.30
H (-1.40, 0.92, 1.60)  0.29
H (-1.18, -1.71, 0.00)  0.39
H (1.17, -1.66, 0.49)  0.36
H (2.31, 0.51, 1.30)  0.32
H (1.46, -0.36, 2.58)  0.39
H (0.74, 1.09, 1.87)  0.30
H (-0.69, 1.64, -1.62)  0.39
H (1.06, 1.73, -1.36)  0.41
H (-0.04, 1.94, 0.00)  0.29
H (0.49, -1.97, -1.81)  0.36
H (-0.39, -0.72, -2.72)  0.34
H (1.36, -0.57, -2.46)  0.36

***

Relative energy table, unit kcal/mol: *one* 64.6; *two* 66.5; *three* 8.6; *four* 0.0

***

*one*
Density functional theory data (ωB97M-V with the def2-TZVPD basis set) for a 2-piece molecular cluster, C7H14 overall.

Computed properties:
Frontier orbital gap   10.09 eV
Total charge   0

Last column: Mulliken charge in e.
CARTESIAN COORDINATES (ANGSTROEM)
C (0.49, -1.11, 1.51)  -0.77
C (1.43, -0.27, 1.13)  -0.10
C (2.14, -0.37, -0.19)  -0.54
C (1.21, 0.39, -1.16)  -0.62
H (-0.09, -0.95, 2.42)  0.36
H (0.24, -1.99, 0.93)  0.25
H (1.61, 0.65, 1.69)  0.30
H (3.18, 0.00, -0.10)  0.33
H (2.22, -1.41, -0.52)  0.28
H (0.09, -0.13, -1.09)  -0.22
H (1.40, 0.21, -2.21)  0.42
H (1.45, 1.48, -1.01)  0.28
C (-1.88, -0.80, -0.75)  -1.05
C (-1.87, 0.03, 0.29)  0.14
C (-1.52, 1.47, 0.10)  -0.70
H (-2.09, -0.42, -1.74)  0.31
H (-1.89, -1.88, -0.64)  0.30
H (-2.01, -0.34, 1.31)  0.42
H (-1.94, 1.85, -0.84)  0.29
H (-1.77, 2.13, 0.93)  0.32
H (-0.42, 1.48, -0.06)  -0.01

***

*two*
Density functional theory data (ωB97M-V with the def2-TZVPD basis set) for one molecule with the formula C7H14.

Computed properties:
Frontier orbital gap   10.37 eV
Total charge   0

Last column: Mulliken charge in e.
CARTESIAN COORDINATES (ANGSTROEM)
C (0.52, -1.62, -1.27)  -1.34
C (0.76, -0.14, -0.91)  0.01
C (0.94, 0.24, 0.54)  -0.28
C (0.98, -0.71, 1.70)  -1.54
C (-0.32, 0.64, -0.19)  1.56
C (-1.66, -0.07, -0.09)  -1.81
C (-0.57, 2.15, -0.16)  -1.63
H (1.33, -2.02, -1.89)  0.37
H (-0.42, -1.75, -1.83)  0.27
H (0.46, -2.26, -0.39)  0.28
H (1.38, 0.38, -1.64)  0.42
H (1.62, 1.09, 0.67)  0.35
H (0.82, -0.14, 2.63)  0.38
H (1.95, -1.20, 1.77)  0.36
H (0.20, -1.47, 1.64)  0.31
H (-2.07, -0.11, -1.11)  0.35
H (-2.38, 0.47, 0.53)  0.43
H (-1.58, -1.09, 0.28)  0.39
H (0.32, 2.78, -0.25)  0.38
H (-1.31, 2.50, -0.88)  0.37
H (-0.98, 2.34, 0.84)  0.37

***

*three*
Density functional theory data (ωB97M-V with the def2-TZVPD basis set) for one molecule with the formula C7H14.

Computed properties:
Frontier orbital gap   10.54 eV
Total charge   0

Last column: Mulliken charge in e.
CARTESIAN COORDINATES (ANGSTROEM)
C (-1.04, 1.69, 0.77)  -1.52
C (-0.22, 1.05, -0.32)  -0.10
C (-0.56, -0.30, -0.89)  -0.04
C (-1.69, -1.15, -0.35)  -1.51
C (0.73, -0.11, -0.13)  1.42
C (0.92, -0.77, 1.22)  -1.62
C (2.00, -0.11, -0.97)  -1.53
H (-1.96, 2.13, 0.35)  0.36
H (-0.49, 2.50, 1.27)  0.37
H (-1.35, 0.99, 1.55)  0.30
H (0.12, 1.78, -1.06)  0.35
H (-0.44, -0.40, -1.97)  0.38
H (-1.53, -2.21, -0.57)  0.37
H (-2.65, -0.86, -0.80)  0.37
H (-1.80, -1.05, 0.74)  0.29
H (1.83, -0.38, 1.71)  0.43
H (1.05, -1.86, 1.11)  0.33
H (0.09, -0.61, 1.91)  0.29
H (1.85, 0.43, -1.91)  0.36
H (2.83, 0.37, -0.44)  0.38
H (2.31, -1.13, -1.21)  0.34

***

*four*
Density functional theory data (ωB97M-V with the def2-TZVPD basis set) for one molecule with the formula C7H14.

Computed properties:
Frontier orbital gap   8.46 eV
Total charge   0

Last column: Mulliken charge in e.
CARTESIAN COORDINATES (ANGSTROEM)
C (-1.24, -0.93, -0.55)  -1.60
C (-0.40, 0.34, -0.71)  0.71
C (-0.79, 1.61, -0.02)  -0.63
C (-1.81, 1.47, 1.04)  -0.94
C (1.10, 0.16, -0.28)  0.31
C (1.25, -0.20, 1.20)  -1.36
C (1.81, -0.86, -1.17)  -1.58
H (-0.88, -1.72, -1.21)  0.40
H (-2.29, -0.74, -0.83)  0.39
H (-1.24, -1.32, 0.47)  0.31
H (-0.34, 0.59, -1.78)  0.47
H (1.57, 1.14, -0.44)  0.36
H (-2.72, 1.72, 0.47)  0.41
H (-1.73, 2.25, 1.80)  0.30
H (-1.98, 0.49, 1.51)  0.29
H (2.31, -0.26, 1.47)  0.42
H (0.80, -1.18, 1.42)  0.28
H (0.78, 0.54, 1.85)  0.33
H (1.71, -0.62, -2.23)  0.37
H (2.88, -0.88, -0.93)  0.43
H (1.43, -1.88, -1.00)  0.33

***

Relative energy table, unit kcal/mol: *one* 51.4; *two* 8.0; *three* 0.0; *four* 66.9